1:
DFT (ωB97M-V/def2-TZVPD) results for an isolated molecule of C2HFN2O2.

**Structure (SMILES)**: N#C[C@@H](F)[N+](=O)[O-]

Element x y z (Å)
1 O 0.68459 -0.61268 -1.68649
2 C 0.65414 0.07915 1.30220
3 N 1.41884 -0.02994 2.11556
4 O -0.44421 1.22145 -1.58969
5 F -1.57569 0.55695 0.57062
6 C -0.38355 -0.10461 0.25698
7 N 0.03340 0.24862 -1.13233
8 H -0.38753 -1.35894 0.16315

---

2:
DFT (ωB97M-V/def2-TZVPD) results for an isolated molecule of C2HFN2O2.

**Structure (SMILES)**: N#C/C(F)=[N+](/[O-])O

Element x y z (Å)
1 N -0.16639 -0.69122 -1.14960
2 N -3.12964 1.02248 -0.41873
3 C -2.21662 0.47675 -0.89264
4 C -1.36907 -0.39857 -1.59945
5 O 0.29576 0.02112 -0.04758
6 F -1.83114 -1.12051 -2.59413
7 O 0.66692 -1.40279 -1.71396
8 H 1.00010 -0.55592 0.44453

---

3:
DFT (ωB97M-V/def2-TZVPD) results for a cluster of 2 separate species, C2HFN2O2 in total.

**Structure (SMILES)**: [O-][N+]#CF.C#[N+][O-]

Element x y z (Å)
1 H 0.63783 0.28052 1.28152
2 N 1.33571 0.43585 -0.74464
3 O -1.51701 -1.22520 -2.69141
4 O 2.01146 0.31091 -1.70867
5 N -0.87261 -1.69015 -1.79522
6 F 0.59183 -2.37597 -0.07633
7 C -0.31153 -1.66676 -0.73085
8 C 0.82323 0.06373 0.24797

---

The structure with the most favorable energy is 1; the runner-up is 0.0027 hartree above it.

---

1:
DFT (ωB97M-V/def2-TZVPD) results for a cluster of 2 separate species, C3H6ClNO in total.

Element x y z (Å)
1 H 2.89885 -1.03927 0.19139
2 C -0.56161 -0.33959 0.71599
3 Cl -1.26054 -1.72551 1.34456
4 H -0.86703 0.44436 1.28769
5 H 1.28899 0.61752 0.81217
6 C 0.86123 -0.31022 0.30053
7 N -0.67570 1.30665 -1.16015
8 H -1.66971 1.16304 -1.36809
9 C -0.33458 -0.00982 -0.69257
10 O 1.56346 -1.42468 0.44978
11 H -0.65494 2.23278 -0.59694
12 H -0.58840 -0.91527 -1.28435

---

2:
DFT (ωB97M-V/def2-TZVPD) results for a cluster of 2 separate species, C3H6ClNO in total.

Element x y z (Å)
1 H -2.52722 -1.50279 0.89378
2 C 2.01336 0.02640 -0.25747
3 H 0.04921 1.95588 -1.10135
4 Cl -2.12353 -2.59733 0.37460
5 C -0.67268 1.50021 -0.35923
6 H 2.87954 -0.58088 -0.09075
7 H 1.94917 0.69973 -1.05542
8 C -0.37821 0.18097 0.17546
9 H 0.85835 -1.14749 0.78114
10 N 0.80050 -0.38079 0.12788
11 O -1.58084 2.21756 -0.04837
12 H -1.26766 -0.37147 0.55972

---

3:
DFT (ωB97M-V/def2-TZVPD) results for a cluster of 2 separate species, C3H6ClNO in total.

Element x y z (Å)
1 H -1.24403 -1.29081 -0.89889
2 Cl 0.33506 0.89002 -2.05050
3 H -0.01837 -2.03327 0.23009
4 H 1.64823 -1.04757 -1.05087
5 H -1.40724 0.60714 2.68682
6 N -1.09633 -0.41905 0.94758
7 C -0.42843 -1.08452 -0.11866
8 H 1.42078 0.11620 0.02975
9 O 0.63630 0.07666 2.40212
10 H -2.46575 -0.67028 0.94251
11 C -0.57816 0.04421 2.07468
12 C 0.83230 -0.37497 -0.77784

---

4:
DFT (ωB97M-V/def2-TZVPD) results for a structure of composition C3H6ClNO.

Element x y z (Å)
1 H -1.25569 -2.29597 -0.51122
2 H -0.62157 3.04716 0.66854
3 N 0.01392 -0.71886 -0.10883
4 O 0.89738 1.58616 0.71591
5 H 0.58167 -2.61954 -0.96589
6 H -0.92714 1.65351 1.73790
7 H -0.71838 -1.46626 -1.95951
8 C 1.08118 -0.25848 0.23759
9 Cl 2.70326 -0.50576 0.30021
10 C -0.31364 -1.84283 -0.93895
11 H -0.99679 1.45029 0.03413
12 C -0.44419 1.97060 0.79013

---

The structure with the most favorable energy is 3; the runner-up is 0.0262 hartree above it.

---

1:
DFT (ωB97M-V/def2-TZVPD) results for a cluster of 2 separate species, CH8N2S2 in total.

**Structure (SMILES)**: NCN.SS

Element x y z (Å)
1 H -0.49136 -1.56130 0.51591
2 H -1.55136 -1.44296 -0.80938
3 C -1.56867 0.21041 0.48428
4 S 2.04455 -1.12172 0.14769
5 H 1.27466 -0.03783 0.29531
6 N -0.61164 1.18986 -0.01957
7 H -1.52541 0.28036 1.56934
8 N -1.32356 -1.16119 0.12568
9 H -2.59033 0.45068 0.15329
10 H -0.63335 1.42903 -0.99370
11 H -0.38053 1.94069 0.60658
12 S 3.69956 0.02792 -0.38507
13 H 3.65744 -0.20392 -1.69036

---

2:
DFT (ωB97M-V/def2-TZVPD) results for a cluster of 2 separate species, CH8N2S2 in total.

**Structure (SMILES)**: NCN.SS

Element x y z (Å)
1 N -0.18575 1.35533 0.23299
2 S 2.08221 -1.79448 -1.44146
3 C -0.77608 0.09716 0.70360
4 H -0.37322 -0.15725 2.68500
5 N -1.14705 -0.18626 2.08633
6 H -1.61349 -0.12115 0.06917
7 H 0.96033 -2.21928 -0.80319
8 S 1.31136 -0.83366 -3.20279
9 H -0.03705 -0.71469 0.31135
10 H 1.97270 0.34946 -2.84821
11 H -1.69451 0.59440 2.43352
12 H 0.03992 1.41234 -0.75607
13 H -0.53937 2.21805 0.52976

---

The structure with the most favorable energy is 1; the runner-up is 0.0239 hartree above it.

---

1:
DFT (ωB97M-V/def2-TZVPD) results for a cluster of 2 separate species, C3H12N4O in total.

Element x y z (Å)
1 C 0.00193 0.97225 -0.56738
2 H 1.95520 -0.28195 1.69218
3 H -0.35956 -0.04917 2.58840
4 H -0.94668 -1.29341 1.48227
5 H 0.16504 -1.73952 2.78509
6 H -1.49221 -1.14541 -1.60209
7 H -0.23159 2.39982 -1.89488
8 H 1.25568 -0.53077 -1.25412
9 O 0.36967 1.65723 -1.76079
10 H -2.07851 1.09994 -0.98070
11 N 0.79825 1.23346 0.53985
12 C -0.07991 -0.95704 2.05569
13 H -0.34666 -0.92616 -2.78087
14 C 1.10801 -0.71813 1.18041
15 N 0.29262 -0.48047 -0.92564
16 N -1.37093 1.18175 -0.26330
17 H 1.67365 1.65146 0.23504
18 N -0.50551 -1.23697 -1.82036
19 H 1.47133 -1.61339 0.68410
20 H -1.67983 0.77648 0.60707

---

2:
DFT (ωB97M-V/def2-TZVPD) results for a cluster of 2 separate species, C3H12N4O in total.

**Structure (SMILES)**: CC(N)=O.NC(N)N

Element x y z (Å)
1 N -2.20698 -0.49162 1.37398
2 N -1.37725 1.47240 0.41717
3 C -1.27523 0.05520 0.45950
4 H -0.51451 1.93969 0.71231
5 H -3.12863 -0.76265 1.04773
6 H -1.13348 0.04063 -1.61735
7 H -0.17514 -0.05496 0.94831
8 N -1.49797 -0.48545 -0.82982
9 H -2.10686 2.02861 -0.00957
10 O 1.29139 0.96262 0.85573
11 H 2.26821 0.29363 -2.05852
12 H 1.84969 -1.79435 -0.88434
13 C 1.51413 0.18864 -0.12997
14 H 1.52263 -1.69595 0.84774
15 H 3.11991 -1.16944 0.20317
16 H 1.66327 1.75066 -1.42003
17 N 1.67119 0.73942 -1.37342
18 H -2.09855 -0.31512 2.36689
19 C 2.04315 -1.21065 0.01981
20 H -1.42899 -1.49128 -0.92931

---

The structure with the most favorable energy is 2; the runner-up is 0.1218 hartree above it.

---

1:
DFT (ωB97M-V/def2-TZVPD) results for an isolated molecule of C4H6N4.

**Structure (SMILES)**: N[C@@H]1Cn2cnnc21

Element x y z (Å)
1 H -0.89807 2.06470 1.12247
2 N 2.11450 -0.60760 -0.05535
3 N 1.02932 -1.27884 0.30788
4 C -0.89663 1.40700 0.18482
5 C -1.39885 -0.04853 0.43774
6 H -1.36146 1.85538 -0.70234
7 N -2.28085 -0.63197 -0.56233
8 H -1.96103 -1.53973 -0.80788
9 C 1.81781 0.65992 -0.28825
10 H -3.25114 -0.86563 -0.19934
11 H 2.47502 1.47213 -0.70467
12 H -1.66349 -0.29206 1.53293
13 N 0.47217 0.78007 -0.14510
14 C 0.03002 -0.43947 0.15620

---

2:
DFT (ωB97M-V/def2-TZVPD) results for an isolated molecule of C4H6N4.

**Structure (SMILES)**: NN1C=CC=NN=C1

Element x y z (Å)
1 H 0.68313 2.84813 0.92096
2 H -0.61674 1.08220 2.27466
3 H -1.15835 -0.64394 -2.10540
4 C 0.01962 2.03548 0.45296
5 N 0.29973 -0.77579 -0.33976
6 N 0.27763 1.99857 -0.80167
7 H 1.67150 -2.21297 -0.50135
8 H 0.12875 -2.74506 -0.39676
9 H -0.10313 -1.16308 1.71143
10 C -0.48714 0.91870 1.24263
11 C -0.12168 -0.40805 1.00947
12 C -0.60495 -0.06411 -1.35983
13 N 0.79901 -2.03545 -0.71105
14 N -0.78738 1.16538 -1.39629

---

3:
DFT (ωB97M-V/def2-TZVPD) results for an isolated molecule of C4H6N4.

**Structure (SMILES)**: C1=NN[C@@H]2C=NN[C@H]12

Element x y z (Å)
1 C -0.92712 -0.19775 0.26146
2 H 0.81654 -0.25188 1.73347
3 C -1.08539 1.23450 -0.30315
4 N -0.08839 2.08272 0.04614
5 N 1.01201 1.29160 0.11951
6 C 1.20572 -1.13901 -0.22228
7 H -2.04082 1.55598 -0.55206
8 H 1.61374 1.81026 0.67481
9 H -1.47238 -1.55724 -1.48875
10 H -1.52091 -0.59765 1.21075
11 N -0.78924 -0.86936 -1.03811
12 C 0.68005 -0.01281 0.64677
13 H 2.17886 -1.58387 -0.06708
14 N 0.41732 -1.76550 -1.02149

---

The structure with the most favorable energy is 1; the runner-up is 0.0756 hartree above it.